No. 1
Entry from OMol25: C19H32CuNP as an isolated structure at a distorted geometry (wB97M-V/def2-TZVPD).

Element x y z (Å)
C -2.686 0.162 -3.939
C -2.250 -0.959 -3.235
C -1.517 -0.845 -2.030
C -1.228 0.463 -1.601
C -1.461 1.553 -2.446
C -2.257 1.442 -3.587
C -1.203 -2.064 -1.190
C -0.263 -3.197 -1.686
N 1.120 -2.910 -1.999
Cu -0.866 1.088 0.251
C -0.787 2.873 -2.161
P 0.437 2.383 -0.876
H -2.541 -1.959 -3.583
H -2.513 2.348 -4.134
H -3.341 0.060 -4.806
H -1.453 3.656 -1.780
H -0.262 3.284 -3.038
H -0.838 -1.723 -0.212
H -2.161 -2.559 -0.977
H -0.215 -3.960 -0.897
C 1.102 3.891 -0.161
C 1.762 1.764 -1.959
H -0.680 -3.677 -2.562
C 1.490 -2.274 -3.235
C 2.027 -2.720 -0.885
H -1.474 0.568 1.920
H 2.111 -2.952 -3.842
H 0.588 -2.000 -3.805
H 2.099 -1.375 -3.026
H 2.827 -3.471 -0.910
H 2.537 -1.748 -0.948
H 1.511 -2.798 0.083
H 2.061 2.585 -2.640
H 2.597 1.472 -1.313
H 1.424 0.896 -2.555
H 1.229 4.653 -0.944
H 0.426 4.251 0.632
H 2.072 3.613 0.279
H 0.050 -0.026 1.389
C -1.191 0.730 5.307
C 0.087 0.018 4.915
C 1.310 0.685 5.532
C 0.092 -1.444 5.347
C 0.143 0.103 3.424
C -0.476 0.280 2.302
H -1.342 0.736 6.390
H -2.038 0.207 4.842
H -1.136 1.767 4.952
H 1.244 0.629 6.623
H 2.214 0.161 5.210
H 1.348 1.734 5.233
H -0.785 -1.964 4.941
H 1.019 -1.932 5.020
H 0.042 -1.499 6.439

Summary:
Relative energy (zero: lowest compared OMol25 entry of this formula, charge and spin), eV: 0.411
Frontier orbital gap (alpha / beta), eV: 7.00 / 6.19
HOMO level (alpha / beta), eV: -6.532 / -6.518
DFT total energy, eV: -75635.3008
LUMO (alpha / beta), eV: 0.47 / -0.33
Spin multiplicity: 2

Mulliken atomic charge list, values in e, 2 entries: C -0.687; C -0.605

No. 2
Entry from OMol25: a 2-piece molecular cluster, C19H32F3IN2O3PS overall at a distorted geometry (wB97M-V/def2-TZVPD).

Element x y z (Å)
C 3.994 0.649 2.289
C 4.362 0.243 0.732
O 3.832 1.025 -0.240
O 5.204 -0.922 0.337
C 4.196 -1.878 -0.225
C 4.790 -3.442 -0.226
C 3.774 -4.442 -1.100
C 2.273 -3.746 -1.220
C 1.918 -3.012 -2.606
I 3.119 -2.805 -4.418
C 0.434 -2.352 -2.492
S -0.418 -1.379 -3.859
C -0.284 -2.591 -1.089
C -1.790 -1.872 -0.940
C -2.179 -1.661 0.673
C -1.318 -0.446 1.382
F -1.233 0.797 0.581
F -2.089 -0.084 2.629
F 0.034 -0.845 1.836
N 0.124 -3.327 0.105
N 1.358 -3.822 -0.092
P 1.966 -4.710 1.381
C 0.414 -5.540 2.155
O 2.567 -3.438 2.419
H 4.930 0.402 2.947
H 3.666 1.795 2.354
H 3.047 0.036 2.662
H 3.964 -1.503 -1.328
H 3.250 -1.767 0.492
H 4.748 -3.806 0.885
H 5.843 -3.511 -0.733
H 3.760 -5.543 -0.701
H 4.298 -4.509 -2.172
H -1.527 -2.069 -4.377
H -1.829 -0.799 -1.407
H -2.567 -2.631 -1.375
H -3.315 -1.306 0.661
H -2.141 -2.657 1.287
H 0.646 -6.182 3.108
H -0.310 -4.672 2.507
H -0.129 -6.123 1.296
H 2.926 -3.827 3.286
C -2.646 2.875 -1.594
C -3.258 3.317 -0.274
C -4.290 4.435 -0.433
C -3.748 5.750 -1.006
C -2.599 6.382 -0.217
C -2.990 6.777 1.198
H -2.100 3.688 -2.080
H -1.941 2.055 -1.425
H -3.421 2.520 -2.280
H -2.462 3.624 0.417
H -3.749 2.454 0.190
H -4.755 4.627 0.542
H -5.099 4.082 -1.086
H -4.575 6.468 -1.066
H -3.417 5.587 -2.039
H -2.265 7.281 -0.749
H -1.736 5.707 -0.186
H -3.820 7.491 1.187
H -2.143 7.248 1.706
H -3.290 5.908 1.792

Summary:
Relative energy (zero: lowest compared OMol25 entry of this formula, charge and spin), eV: 9.745
Frontier orbital gap, eV: 6.94
HOMO level, eV: -12.289
Net charge: +1
DFT total energy, eV: -65704.7302
LUMO, eV: -5.35

Mulliken atomic charge list, values in e, 2 entries: C -0.680; C 0.643

Q: Which value of relative energy (zero: lowest compared OMol25 entry of this formula, charge and spin) does entry 2 give?
A: 9.745 eV

Q: What is the formula in the second record?
A: C19H32F3IN2O3PS

Q: The lowest DFT total energy belongs to which entry?
A: C19H32CuNP